No. 1
This record from OMol25 describes C12H34LiNO11 as an isolated structure in a non-equilibrium geometry. The level of theory is ωB97M-V/def2-TZVPD.

Net charge: +1
2S+1: 2
HOMO (alpha / beta) in eV: -12.015 / -12.011
E_LUMO (alpha / beta) in eV: -2.33 / -8.56

Last column: natural (NBO) charge in e.
Atoms and positions in Å:
O  -2.10406  2.37787  22.85959  -0.77
O  -3.45911  1.88594  15.19294  -0.70
O  -0.63432  1.66571  19.42324  -0.46
O  0.44064  7.27246  15.69562  -0.70
O  -2.06095  3.20010  19.21618  -0.61
O  -1.71580  6.05091  18.54251  -0.73
O  -1.37093  4.93132  21.94505  -0.73
O  -0.79573  -0.88464  17.04691  -0.34
O  -4.21593  -0.55227  17.24603  -0.69
O  -4.16566  0.18139  20.13184  -0.71
O  -1.87347  1.76753  17.63236  -0.46
N  -1.54058  2.16101  18.75509  0.74
C  0.22967  -0.83826  16.16372  0.06
C  0.83252  0.60674  16.22993  -0.66
C  -0.42052  7.26929  16.81485  -0.08
C  -0.44218  4.01417  22.26503  -0.12
C  -3.38924  -0.86911  19.49848  -0.09
C  -0.24530  -1.30163  14.77909  -0.61
C  -4.42716  1.46432  13.13813  -0.64
C  -0.84096  5.86121  17.36606  -0.09
C  -2.10440  2.51662  13.31807  -0.63
C  -3.04842  1.46339  13.88901  0.10
C  -0.87486  2.90938  23.27349  -0.10
C  -4.04553  -1.43730  18.31216  -0.10
Li  -2.66269  3.61834  21.05304  0.94
H  1.07156  -1.39190  16.57943  0.31
H  -5.12865  0.76036  13.58583  0.21
H  -1.65554  5.28842  22.78949  0.49
H  -1.32381  2.66979  14.06326  0.19
H  -0.09716  3.66674  21.29120  0.21
H  1.31345  7.11793  16.06434  0.46
H  -0.01315  1.28186  16.09895  0.24
H  -0.08928  2.15486  23.23280  0.19
H  -1.13480  3.20677  24.28941  0.18
H  0.39802  4.58559  22.65956  0.19
H  -0.96613  -0.01482  17.41566  0.53
H  -4.33242  1.18853  12.08787  0.21
H  -5.06032  -1.74195  18.56807  0.16
H  -3.52984  -2.34395  17.99571  0.16
H  0.34081  -0.73817  14.05307  0.26
H  -4.51306  -1.12476  16.53500  0.47
H  0.05011  5.29708  17.64146  0.14
H  -1.25939  7.91995  16.56779  0.19
H  -2.65458  0.44704  13.89335  0.13
H  -2.40237  -0.49032  19.23258  0.17
H  -0.12906  -2.38180  14.69064  0.25
H  -1.29813  -1.05060  14.65015  0.25
H  -2.34359  1.64673  23.43374  0.50
H  -1.59505  5.23507  19.03386  0.47
H  -2.74526  3.37168  13.10297  0.23
H  -5.04560  2.34695  13.30126  0.23
H  -1.32446  5.10749  16.74458  0.18
H  0.10850  7.84225  17.57640  0.17
H  -2.62735  1.87973  15.67226  0.46
H  -4.79986  -0.36435  20.60253  0.47
H  -3.19510  -1.72123  20.14986  0.18
H  1.56309  0.84417  15.45664  0.25
H  1.40693  0.89389  17.11068  0.25
H  -1.77339  2.19477  12.33068  0.21



No. 2
This record from OMol25 describes C14H19BrN2O5S2 in the gas phase. The level of theory is ωB97M-V/def2-TZVPD.

Energy relative to the best compared isomer or geometry (same formula, charge and spin) in kJ/mol: 2.3
Net charge: 0
HOMO in eV: -8.764
Structure (SMILES): CCOC(=O)[C@H]1CCCN(C(=O)CNS(=O)(=O)c2ccc(Br)s2)C1
E_LUMO in eV: 0.41

Last column: natural (NBO) charge in e.
Atoms and positions in Å:
Br  1.27816  0.57965  3.95052  0.11
S  -0.69131  1.06459  1.58001  0.48
S  -3.36889  0.73425  0.23999  2.34
O  -1.51074  -2.21104  1.35460  -0.63
O  -3.36710  2.10443  -0.16586  -0.93
O  2.05185  1.54154  -0.99943  -0.50
O  -0.08717  1.10760  -1.47773  -0.65
O  -4.60517  0.08592  0.54170  -0.93
N  -2.59600  -0.11953  -0.94424  -0.87
N  -0.03111  -1.89622  -0.29911  -0.45
C  -0.42495  0.48090  3.19077  -0.31
C  -1.29115  -1.91844  0.19075  0.68
C  2.69846  -1.10755  -0.84140  -0.40
C  -2.64646  0.02868  2.87871  -0.16
C  1.05394  -2.34226  0.56034  -0.23
C  -2.45157  -1.54018  -0.73491  -0.33
C  -2.33459  0.58500  1.68003  -0.56
C  2.18757  -1.32490  0.57819  -0.41
C  1.54037  -0.65155  -1.73080  -0.32
C  1.06513  0.75279  -1.38202  0.84
C  -1.54767  -0.03037  3.76225  -0.28
C  1.71877  3.76090  -1.95350  -0.63
C  0.36932  -1.64750  -1.66461  -0.21
C  1.73472  2.90710  -0.69541  -0.08
H  -0.46555  -1.25143  -2.23990  0.23
H  -3.62975  -0.34226  3.09751  0.25
H  2.66918  3.68334  -2.47631  0.21
H  1.54635  4.79807  -1.68274  0.22
H  1.82909  -0.37910  0.98652  0.21
H  -1.58246  -0.44534  4.75274  0.24
H  2.98846  -1.68838  1.22177  0.22
H  -1.78066  0.37683  -1.28852  0.44
H  0.76057  2.94355  -0.19889  0.21
H  1.87868  -0.59775  -2.77287  0.24
H  3.49213  -0.36180  -0.85312  0.23
H  0.63978  -2.49165  1.55832  0.26
H  0.91987  3.43593  -2.61544  0.22
H  1.42629  -3.30425  0.18629  0.18
H  -2.38047  -2.05078  -1.69955  0.21
H  2.51910  3.22651  -0.00703  0.20
H  -3.37149  -1.85725  -0.23603  0.26
H  3.10056  -2.04397  -1.23447  0.21
H  0.69589  -2.59409  -2.11714  0.20



Which value of net charge does entry 1 give?
+1



What did the second record say?
This record from OMol25 describes C14H19BrN2O5S2 in the gas phase. The level of theory is ωB97M-V/def2-TZVPD.

Energy relative to the best compared isomer or geometry (same formula, charge and spin) in kJ/mol: 2.3
Net charge: 0
HOMO in eV: -8.764
Structure (SMILES): CCOC(=O)[C@H]1CCCN(C(=O)CNS(=O)(=O)c2ccc(Br)s2)C1
E_LUMO in eV: 0.41

Last column: natural (NBO) charge in e.
Atoms and positions in Å:
Br  1.27816  0.57965  3.95052  0.11
S  -0.69131  1.06459  1.58001  0.48
S  -3.36889  0.73425  0.23999  2.34
O  -1.51074  -2.21104  1.35460  -0.63
O  -3.36710  2.10443  -0.16586  -0.93
O  2.05185  1.54154  -0.99943  -0.50
O  -0.08717  1.10760  -1.47773  -0.65
O  -4.60517  0.08592  0.54170  -0.93
N  -2.59600  -0.11953  -0.94424  -0.87
N  -0.03111  -1.89622  -0.29911  -0.45
C  -0.42495  0.48090  3.19077  -0.31
C  -1.29115  -1.91844  0.19075  0.68
C  2.69846  -1.10755  -0.84140  -0.40
C  -2.64646  0.02868  2.87871  -0.16
C  1.05394  -2.34226  0.56034  -0.23
C  -2.45157  -1.54018  -0.73491  -0.33
C  -2.33459  0.58500  1.68003  -0.56
C  2.18757  -1.32490  0.57819  -0.41
C  1.54037  -0.65155  -1.73080  -0.32
C  1.06513  0.75279  -1.38202  0.84
C  -1.54767  -0.03037  3.76225  -0.28
C  1.71877  3.76090  -1.95350  -0.63
C  0.36932  -1.64750  -1.66461  -0.21
C  1.73472  2.90710  -0.69541  -0.08
H  -0.46555  -1.25143  -2.23990  0.23
H  -3.62975  -0.34226  3.09751  0.25
H  2.66918  3.68334  -2.47631  0.21
H  1.54635  4.79807  -1.68274  0.22
H  1.82909  -0.37910  0.98652  0.21
H  -1.58246  -0.44534  4.75274  0.24
H  2.98846  -1.68838  1.22177  0.22
H  -1.78066  0.37683  -1.28852  0.44
H  0.76057  2.94355  -0.19889  0.21
H  1.87868  -0.59775  -2.77287  0.24
H  3.49213  -0.36180  -0.85312  0.23
H  0.63978  -2.49165  1.55832  0.26
H  0.91987  3.43593  -2.61544  0.22
H  1.42629  -3.30425  0.18629  0.18
H  -2.38047  -2.05078  -1.69955  0.21
H  2.51910  3.22651  -0.00703  0.20
H  -3.37149  -1.85725  -0.23603  0.26
H  3.10056  -2.04397  -1.23447  0.21
H  0.69589  -2.59409  -2.11714  0.20



net charge of number 2 (C14H19BrN2O5S2)?
0



Which of these has the highest net charge?
C12H34LiNO11